No. 1
Here is an isolated molecule of C7H9N3OS in a non-equilibrium geometry from OMol25. Energies are from wB97M-V/def2-TZVPD.

Atoms and positions in Å:
C (-0.796, 0.353, 1.431)
C (0.043, 0.095, 0.185)
C (-0.565, 0.688, -1.128)
N (-1.823, 0.315, -1.411)
O (0.029, 1.476, -1.817)
C (0.283, -1.609, -0.153)
S (1.991, -1.761, -0.844)
C (2.430, -0.097, -0.428)
C (3.525, 0.680, -0.397)
N (3.266, 1.875, 0.150)
C (2.001, 1.816, 0.520)
N (1.446, 0.596, 0.229)
H (-0.607, -0.622, 2.145)
H (-1.832, 0.456, 1.272)
H (-0.397, 1.222, 2.067)
H (-2.334, -0.322, -0.812)
H (-2.230, 0.908, -2.181)
H (0.294, -2.284, 0.746)
H (-0.296, -2.158, -0.872)
H (4.510, 0.419, -0.825)
H (1.452, 2.533, 1.116)

## Properties
M	183.2	g/mol
energy	-24757.0696	eV
HOMO level	-7.76	eV
SMILES string	C[C@]1(C(N)=O)CSc2cncn21
energy relative to the best compared isomer or geometry (same formula, charge and spin)	1.3	kcal/mol
HOMO-LUMO gap	0.298	Ha
lowest unoccupied orbital energy	0.4	eV

Partial atomic charges computed with the Löwdin method, in multiples of e: atom 1 (C): -0.020, atom 2 (C): -0.307, atom 3 (C): -0.526, atom 4 (N): 0.159, atom 5 (O): 0.100, atom 6 (C): -0.327, atom 7 (S): 0.915, atom 8 (C): -0.553, atom 9 (C): -0.191, atom 10 (N): 0.069, atom 11 (C): -0.157, atom 12 (N): -0.052, atom 13 (H): 0.137, atom 14 (H): 0.046, atom 15 (H): 0.104, atom 16 (H): 0.106, atom 17 (H): 0.153, atom 18 (H): 0.068, atom 19 (H): 0.040, atom 20 (H): 0.116, atom 21 (H): 0.121

No. 2
Here is a structure of composition C44H63BrN6OP2Rb in a non-equilibrium geometry from OMol25. Energies are from wB97M-V/def2-TZVPD.

Atoms and positions in Å:
Rb (0.828, 0.881, 0.227)
C (-2.596, -1.967, 0.647)
C (-1.343, -2.775, 1.139)
C (-1.907, -3.563, 2.550)
P (-0.246, -3.635, 0.044)
C (0.377, -5.206, 1.055)
C (-0.349, -6.795, 1.261)
C (1.658, -5.437, 0.204)
C (-1.464, -4.312, -1.317)
C (-2.046, -5.578, -1.296)
C (-2.839, -5.853, -2.527)
C (-2.935, -5.123, -3.654)
C (-2.285, -3.781, -3.614)
C (-1.549, -3.491, -2.481)
N (-1.398, -2.112, -2.226)
C (-0.265, -1.562, -2.599)
C (0.939, -2.354, -2.802)
C (2.115, -1.559, -3.210)
C (2.043, -0.183, -3.319)
C (0.851, 0.545, -3.348)
C (-0.164, -0.217, -3.022)
P (-1.865, 0.597, -2.342)
C (-1.375, 2.469, -2.073)
C (-1.194, 3.858, -3.293)
C (-2.060, 3.079, -0.941)
C (-2.984, 0.637, -3.818)
C (-3.978, -0.789, -3.771)
C (-2.290, 0.678, -5.221)
H (-3.816, -2.235, 1.311)
H (-2.601, -2.093, -0.561)
H (-2.595, -0.964, 0.891)
H (-0.768, -1.954, 1.462)
H (-2.742, -4.187, 2.144)
H (-2.334, -2.870, 3.283)
H (-0.960, -4.066, 2.898)
H (0.227, -4.826, 1.927)
H (-1.281, -6.627, 0.811)
H (-0.858, -6.649, 2.287)
H (0.290, -7.705, 1.007)
H (2.291, -6.331, -0.191)
H (2.532, -5.159, 0.813)
H (1.598, -4.708, -0.575)
H (-2.286, -6.303, -0.606)
H (-3.388, -6.729, -2.506)
H (-3.236, -5.532, -4.519)
H (-2.255, -3.069, -4.341)
H (0.980, -3.457, -2.446)
H (2.783, -1.941, -4.021)
H (2.581, 0.222, -4.079)
H (1.047, 1.535, -3.787)
H (-0.326, 2.305, -2.040)
H (-0.751, 4.628, -2.736)
H (-2.190, 3.997, -3.667)
H (-0.492, 3.492, -3.985)
H (-2.006, 2.436, -0.025)
H (-3.004, 3.539, -1.766)
H (-1.671, 4.346, -0.647)
H (-3.360, 1.679, -3.987)
H (-4.423, -0.705, -4.808)
H (-4.689, -0.675, -3.009)
H (-3.327, -1.915, -3.837)
H (-1.701, 1.488, -5.533)
H (-2.928, 0.705, -6.135)
H (-1.907, -0.501, -5.383)
C (5.559, 2.609, -1.802)
C (5.286, 1.194, -1.545)
C (5.967, -0.015, -1.865)
C (5.481, -1.159, -1.403)
C (4.254, -1.144, -0.672)
Br (3.665, -2.675, 0.365)
N (3.408, -0.034, -0.480)
C (4.017, 1.046, -0.867)
H (4.964, 2.668, -0.717)
H (5.696, 2.984, -3.057)
H (6.502, 2.789, -1.462)
H (6.809, 0.431, -2.234)
H (6.305, -2.212, -1.758)
H (3.354, 1.864, -0.324)
O (0.533, -0.338, 2.864)
N (1.981, -0.187, 2.919)
C (2.411, 1.131, 2.525)
C (3.872, 1.122, 2.685)
C (4.661, 0.072, 3.262)
C (4.114, -1.129, 3.631)
C (2.575, -1.139, 3.578)
H (1.154, 3.547, 2.063)
H (4.352, 2.030, 2.564)
H (5.680, -0.069, 2.745)
H (4.497, -2.073, 4.142)
H (1.774, -1.835, 3.859)
C (0.286, 2.834, 4.381)
N (-0.901, 3.664, 4.010)
C (-1.123, 4.928, 4.588)
C (-1.467, 3.531, 2.704)
C (-0.958, 4.468, 1.682)
C (-1.576, 5.641, 0.849)
C (-0.689, 6.362, 0.184)
C (0.715, 6.199, -0.031)
C (1.207, 5.127, 0.829)
C (0.474, 4.395, 1.632)
H (0.164, 2.398, 5.520)
H (1.096, 3.549, 4.012)
H (0.539, 2.063, 3.687)
H (-0.118, 5.400, 5.123)
H (-2.023, 4.887, 5.710)
H (-1.291, 5.825, 3.938)
H (-2.635, 3.673, 3.025)
H (-1.356, 2.565, 2.233)
H (-2.765, 5.688, 1.024)
H (-1.468, 7.019, -0.381)
H (0.434, 6.604, -1.078)
H (2.229, 5.074, 0.454)
N (-3.481, 0.366, 6.219)
N (-3.857, 0.962, 4.934)
H (-4.336, 0.173, 6.822)
H (-2.904, -0.480, 6.140)
H (-3.283, 1.766, 4.659)
H (-3.898, 0.218, 4.216)

## Properties
M	919.3	g/mol
energy	-146877.9076	eV
HOMO level (alpha / beta)	1.08 / -1.71	eV
energy relative to the best compared isomer or geometry (same formula, charge and spin)	743.2	kcal/mol
HOMO-LUMO gap (alpha / beta)	0.082 / 0.185	Ha
lowest unoccupied orbital energy (alpha / beta)	3.3 / 3.3	eV
multiplicity	2
⟨S²⟩	0.7665
total charge	-2

Löwdin population analysis, charges in e, atoms 1 to 99: atom 1 (Rb): 0.665, atom 2 (C): -0.122, atom 3 (C): -0.547, atom 4 (C): -0.070, atom 5 (P): 1.123, atom 6 (C): -0.373, atom 7 (C): -0.054, atom 8 (C): -0.234, atom 9 (C): -0.237, atom 10 (C): -0.037, atom 11 (C): -0.118, atom 12 (C): -0.066, atom 13 (C): -0.016, atom 14 (C): -0.340, atom 15 (N): -0.038, atom 16 (C): -0.419, atom 17 (C): -0.018, atom 18 (C): -0.116, atom 19 (C): -0.194, atom 20 (C): -0.161, atom 21 (C): -0.299, atom 22 (P): 1.101, atom 23 (C): -0.565, atom 24 (C): -0.018, atom 25 (C): -0.192, atom 26 (C): -0.523, atom 27 (C): -0.077, atom 28 (C): -0.180, atom 29 (H): 0.153, atom 30 (H): 0.077, atom 31 (H): -0.012, atom 32 (H): 0.016, atom 33 (H): 0.061, atom 34 (H): 0.047, atom 35 (H): 0.044, atom 36 (H): -0.050, atom 37 (H): -0.038, atom 38 (H): 0.066, atom 39 (H): 0.076, atom 40 (H): 0.103, atom 41 (H): 0.002, atom 42 (H): -0.047, atom 43 (H): 0.042, atom 44 (H): 0.054, atom 45 (H): 0.045, atom 46 (H): 0.047, atom 47 (H): 0.091, atom 48 (H): 0.105, atom 49 (H): 0.053, atom 50 (H): 0.122, atom 51 (H): -0.014, atom 52 (H): 0.016, atom 53 (H): 0.024, atom 54 (H): 0.005, atom 55 (H): 0.050, atom 56 (H): 0.145, atom 57 (H): 0.136, atom 58 (H): 0.085, atom 59 (H): 0.042, atom 60 (H): 0.008, atom 61 (H): 0.105, atom 62 (H): 0.027, atom 63 (H): 0.048, atom 64 (H): 0.127, atom 65 (C): -0.076, atom 66 (C): -0.299, atom 67 (C): -0.078, atom 68 (C): -0.131, atom 69 (C): -0.632, atom 70 (Br): 0.794, atom 71 (N): -0.040, atom 72 (C): -0.196, atom 73 (H): 0.147, atom 74 (H): 0.178, atom 75 (H): 0.001, atom 76 (H): 0.088, atom 77 (H): 0.207, atom 78 (H): 0.125, atom 79 (O): -0.345, atom 80 (N): -0.268, atom 81 (C): -0.152, atom 82 (C): -0.140, atom 83 (C): -0.169, atom 84 (C): -0.100, atom 85 (C): -0.079, atom 86 (H): 0.097, atom 87 (H): 0.041, atom 88 (H): 0.116, atom 89 (H): 0.102, atom 90 (H): 0.122, atom 91 (C): -0.085, atom 92 (N): -0.321, atom 93 (C): -0.187, atom 94 (C): -0.257, atom 95 (C): -0.253, atom 96 (C): -0.185, atom 97 (C): -0.321, atom 98 (C): -0.173, atom 99 (C): -0.205

No. 3
Here is a structure of composition C20H61N14O14Tl in a non-equilibrium geometry from OMol25. Energies are from wB97M-V/def2-TZVPD.

Atoms and positions in Å:
Tl (0.014, 0.224, -0.221)
C (3.432, 2.178, -3.656)
C (2.424, 2.943, -2.694)
C (1.739, 4.158, -3.286)
O (1.544, 2.024, -2.081)
H (3.805, 1.261, -3.201)
H (4.233, 2.823, -4.016)
H (2.861, 1.806, -4.507)
H (3.056, 3.412, -1.940)
H (2.198, 5.143, -3.200)
H (0.803, 4.406, -2.786)
H (1.391, 3.931, -4.294)
C (3.434, 2.164, 1.325)
C (2.398, 2.170, 2.426)
C (2.549, 3.375, 3.239)
O (1.046, 1.936, 2.024)
H (3.480, 1.218, 0.785)
H (4.462, 2.298, 1.661)
H (3.090, 2.928, 0.628)
H (2.562, 1.372, 3.150)
H (3.477, 3.396, 3.812)
H (1.865, 3.542, 4.071)
H (2.527, 4.296, 2.657)
C (-0.095, -2.751, -3.452)
C (-1.033, -3.326, -2.311)
C (-0.930, -4.796, -2.288)
O (-0.823, -2.715, -1.077)
H (-0.066, -1.662, -3.424)
H (-0.456, -3.261, -4.345)
H (0.912, -3.157, -3.359)
H (-2.008, -3.080, -2.734)
H (-1.557, -5.168, -1.478)
H (0.024, -5.300, -2.135)
H (-1.322, -5.267, -3.190)
C (-0.422, -5.457, 1.420)
C (0.210, -6.147, 2.614)
O (0.981, -7.309, 2.283)
O (0.605, -4.931, 0.550)
H (-1.144, -4.704, 1.733)
H (-0.981, -6.263, 0.943)
H (-0.600, -6.456, 3.275)
H (0.718, -5.426, 3.254)
H (0.383, -7.974, 1.934)
H (0.203, -4.442, -0.172)
C (-4.463, -2.088, -0.727)
C (-4.177, -0.626, -0.994)
O (-3.094, -0.212, -0.205)
O (-4.838, -2.140, 0.623)
H (-3.644, -2.723, -1.065)
H (-5.267, -2.473, -1.354)
H (-5.034, 0.010, -0.773)
H (-4.087, -0.516, -2.075)
H (-3.383, -0.101, 0.703)
H (-4.111, -2.605, 1.044)
C (-1.704, -1.850, 3.047)
O (-1.164, -1.114, 2.249)
N (-1.161, -2.729, 3.845)
N (-2.973, -1.734, 3.337)
H (-0.168, -2.804, 4.017)
H (-1.720, -3.272, 4.488)
H (-3.370, -2.294, 4.078)
H (-3.566, -1.047, 2.893)
C (3.242, -1.702, -1.764)
O (2.396, -1.227, -1.112)
N (3.620, -2.956, -1.700)
N (4.181, -1.112, -2.514)
H (3.158, -3.601, -1.075)
H (4.116, -3.362, -2.481)
H (5.115, -1.489, -2.443)
H (4.113, -0.106, -2.445)
C (-1.976, 3.075, 3.711)
O (-3.151, 3.303, 4.058)
N (-0.881, 3.758, 3.620)
N (-1.695, 1.870, 3.360)
H (-0.880, 4.717, 3.937)
H (-0.089, 3.272, 3.224)
H (-0.706, 1.664, 3.362)
H (-2.316, 1.073, 3.363)
C (2.407, -2.248, 2.042)
O (1.517, -1.726, 1.373)
N (3.101, -1.579, 2.888)
N (2.652, -3.494, 2.002)
H (3.949, -1.999, 3.242)
H (3.041, -0.572, 2.838)
H (3.144, -3.962, 2.749)
H (2.059, -3.970, 1.337)
C (0.543, 5.646, 0.223)
O (0.726, 6.498, -0.645)
N (1.110, 4.513, 0.138)
N (-0.311, 5.750, 1.234)
H (1.745, 4.378, -0.635)
H (0.757, 3.797, 0.757)
H (-0.465, 5.004, 1.897)
H (-0.974, 6.510, 1.285)
C (-2.695, 3.410, -0.052)
O (-1.678, 2.740, 0.154)
N (-3.752, 3.402, 0.628)
N (-2.912, 4.222, -1.065)
H (-3.805, 2.750, 1.398)
H (-4.443, 3.981, 0.173)
H (-2.149, 4.349, -1.714)
H (-3.728, 4.816, -1.032)
C (-1.344, 0.955, -3.869)
O (-1.424, 1.046, -2.637)
N (-2.138, 0.210, -4.576)
N (-0.645, 1.688, -4.642)
H (-2.034, 0.273, -5.578)
H (-2.874, -0.364, -4.191)
H (0.215, 2.068, -4.272)
H (-0.907, 1.636, -5.616)

## Properties
M	926.2	g/mol
energy	-75942.8262	eV
HOMO level	-7.45	eV
HOMO-LUMO gap	0.122	Ha
lowest unoccupied orbital energy	-4.1	eV

Löwdin population analysis, charges in e, atoms 1 to 99: atom 1 (Tl): 1.242, atom 2 (C): -0.024, atom 3 (C): -0.539, atom 4 (C): -0.070, atom 5 (O): -0.198, atom 6 (H): 0.027, atom 7 (H): 0.078, atom 8 (H): 0.069, atom 9 (H): 0.118, atom 10 (H): 0.086, atom 11 (H): 0.069, atom 12 (H): 0.064, atom 13 (C): -0.042, atom 14 (C): -0.589, atom 15 (C): -0.090, atom 16 (O): -0.264, atom 17 (H): 0.071, atom 18 (H): 0.084, atom 19 (H): 0.060, atom 20 (H): 0.104, atom 21 (H): 0.087, atom 22 (H): 0.073, atom 23 (H): 0.083, atom 24 (C): -0.026, atom 25 (C): -0.583, atom 26 (C): -0.088, atom 27 (O): -0.164, atom 28 (H): 0.064, atom 29 (H): 0.072, atom 30 (H): 0.062, atom 31 (H): 0.105, atom 32 (H): 0.076, atom 33 (H): 0.084, atom 34 (H): 0.086, atom 35 (C): -0.212, atom 36 (C): -0.257, atom 37 (O): -0.054, atom 38 (O): -0.087, atom 39 (H): 0.110, atom 40 (H): 0.111, atom 41 (H): 0.111, atom 42 (H): 0.103, atom 43 (H): 0.082, atom 44 (H): 0.031, atom 45 (C): -0.247, atom 46 (C): -0.238, atom 47 (O): -0.099, atom 48 (O): -0.054, atom 49 (H): 0.107, atom 50 (H): 0.115, atom 51 (H): 0.123, atom 52 (H): 0.106, atom 53 (H): 0.068, atom 54 (H): 0.071, atom 55 (C): -0.749, atom 56 (O): 0.012, atom 57 (N): 0.183, atom 58 (N): 0.169, atom 59 (H): 0.123, atom 60 (H): 0.112, atom 61 (H): 0.114, atom 62 (H): 0.112, atom 63 (C): -0.766, atom 64 (O): 0.032, atom 65 (N): 0.160, atom 66 (N): 0.155, atom 67 (H): 0.110, atom 68 (H): 0.110, atom 69 (H): 0.109, atom 70 (H): 0.066, atom 71 (C): -0.765, atom 72 (O): -0.019, atom 73 (N): 0.170, atom 74 (N): 0.168, atom 75 (H): 0.128, atom 76 (H): 0.059, atom 77 (H): 0.085, atom 78 (H): 0.101, atom 79 (C): -0.798, atom 80 (O): -0.049, atom 81 (N): 0.192, atom 82 (N): 0.194, atom 83 (H): 0.114, atom 84 (H): 0.096, atom 85 (H): 0.122, atom 86 (H): 0.081, atom 87 (C): -0.780, atom 88 (O): -0.009, atom 89 (N): 0.209, atom 90 (N): 0.180, atom 91 (H): 0.090, atom 92 (H): 0.078, atom 93 (H): 0.056, atom 94 (H): 0.113, atom 95 (C): -0.771, atom 96 (O): -0.030, atom 97 (N): 0.195, atom 98 (N): 0.169, atom 99 (H): 0.124